C3H7NO2 | ωB97M-V/def2-TZVPD

```
13
C3H7NO2 | the OMol25 dataset | ωB97M-V/def2-TZVPD
N 1.9555 -1.0835 -0.8484
H 2.5578 -0.2966 -1.0339
H 0.4649 0.2616 -0.8167
O -0.7250 1.8214 -0.6753
H -1.2004 -0.4408 1.6304
O -0.2789 -1.6277 -0.7866
C -1.3166 1.0057 -0.0017
H -2.3043 0.6157 -0.2999
C 0.6291 -0.8176 -0.8251
H 2.2641 -2.0023 -1.1194
C -0.8593 0.5596 1.3471
H -1.4027 1.3335 1.9029
H 0.2158 0.6710 1.5267
```

As for the structure (SMILES): CC=O.NC=O. The value obtained for the HOMO energy is -9.90 eV. As for the HOMO-LUMO gap: 0.3981 Eh. As for the net charge: 0. The value obtained for the LUMO energy is 0.0342 hartree. Its multiplicity is 1.

Results of the natural (NBO) charge analysis, in e, for atoms 1 through 6:
1. N -0.815
2. H 0.393
3. H 0.131
4. O -0.559
5. H 0.244
6. O -0.620

***

C14H9F3N3O2S | ωB97M-V/def2-TZVPD

```
32
C14H9F3N3O2S | the OMol25 dataset | ωB97M-V/def2-TZVPD
C 2.9964 -0.5845 1.7803
C 1.2599 -2.0741 0.9224
H 3.6321 -0.1758 2.5772
F -2.9895 2.0159 -1.9651
C 3.0686 -0.0041 0.5033
C 2.2278 -0.4626 -0.5236
C -0.1544 -1.5420 -1.2388
H -0.9150 -0.2126 0.7274
H -0.2393 1.1675 -1.0818
N -1.5770 -3.5177 -0.1653
C -3.6050 0.8436 -1.6734
C -1.6608 1.6885 1.6289
C -0.8806 -2.7414 -0.6968
N 0.9404 -1.5090 -3.6200
H 0.2180 0.6070 1.8050
O -2.5982 1.1992 2.2607
C 2.1794 -1.7178 1.9468
C -0.5746 0.7820 1.0593
C 0.0056 1.5789 -0.0760
H 2.2315 -2.2214 2.9307
H 0.6732 -2.9632 1.1681
C -0.6997 2.9477 0.0904
N -1.4341 3.0492 1.2732
H 1.1006 1.6067 0.0402
H 3.7497 0.8156 0.2775
C 0.4904 -1.6323 -2.5593
C 1.1287 -1.3018 -0.2441
H 2.3674 -0.1093 -1.5459
F -4.6658 0.7292 -2.4600
S -1.6528 -0.8251 -1.8946
F -4.0456 0.8269 -0.4065
O -0.5775 3.7369 -0.8401
```

The value obtained for the HOMO energy is -4.71 eV. As for the HOMO-LUMO gap: 0.1514 Eh. As for the net charge: -1. The value obtained for the LUMO energy is -0.0216 hartree. Its multiplicity is 1.

Results of the natural (NBO) charge analysis, in e, for atoms 1 through 6:
1. C -0.195
2. C -0.208
3. H 0.218
4. F -0.288
5. C -0.225
6. C -0.185

***

C13H17Br2N4OPt | ωB97M-V/def2-TZVPD

```
38
C13H17Br2N4OPt | the OMol25 dataset | ωB97M-V/def2-TZVPD
Br -0.3189 1.8286 4.6679
O 0.1880 0.5419 1.9479
N 0.4380 -2.1315 -1.3280
C 3.5651 0.2413 0.4635
C -1.0569 0.9386 2.1061
H 3.8080 -1.1020 -1.1796
H 4.5861 0.1315 0.8323
C 3.5129 -0.0638 -1.0189
C -1.5272 1.5242 3.2592
C -3.7813 1.6763 2.4221
H 2.6771 -0.7121 -3.4346
C -3.7032 0.3186 -1.0552
H 3.2511 1.2698 0.6455
C 1.8465 -0.7155 -2.7231
H -3.1939 2.3303 4.3530
H 1.9846 1.0882 -1.7575
H 0.9780 -0.2850 -3.2244
C -2.3390 0.0159 -1.1134
Pt 0.6153 -0.3648 0.1169
H -4.3300 0.1343 -1.9158
C -2.0056 0.7534 1.0566
H 2.4115 -2.5854 -1.8146
H -0.4501 -2.0026 -1.8022
C -3.3677 1.1046 1.1954
H 2.9596 -1.5924 1.2214
H 4.2205 0.5631 -1.5650
H 1.3186 -2.7446 -3.1815
H 2.4089 -0.3142 2.0951
N 2.1404 0.1102 -1.5401
C -2.8759 1.8868 3.4198
H -1.9038 -0.3693 -2.0290
C -4.2127 0.8581 0.0945
N -1.5229 0.2139 -0.1001
H -5.2635 1.1028 0.1701
N 2.6123 -0.6418 1.1541
Br -5.5878 2.1497 2.7008
C 1.5445 -2.1405 -2.3017
H 0.3735 -3.0168 -0.8375
```

The value obtained for the HOMO energy (spin up / spin down) is -10.32 / -10.42 eV. As for the HOMO-LUMO gap (spin up / spin down): 0.2732 / 0.2371 Eh. As for the net charge: +1. The value obtained for the LUMO energy (spin up / spin down) is -0.1059 / -0.1457 hartree. Its multiplicity is 3.

Results of the natural (NBO) charge analysis, in e, for atoms 1 through 6:
1. Br 0.103
2. O -0.791
3. N -0.826
4. C -0.238
5. C 0.359
6. H 0.197

***

C4H20BClN8NiO4 | ωB97M-V/def2-TZVPD

```
39
C4H20BClN8NiO4 | the OMol25 dataset | ωB97M-V/def2-TZVPD
O -1.2683 -0.1604 1.7923
H 0.6479 2.0430 1.9430
H -2.3497 -0.3082 -3.5369
Cl -1.8194 2.9516 0.7466
H -3.7719 0.2156 0.1311
N -1.1741 -0.4609 4.0040
H 1.3358 0.6974 1.1684
H -0.0038 -1.8833 -2.5446
Ni -0.2879 1.0087 0.3428
H 2.0859 -2.6585 0.8654
H 1.7999 1.1281 2.8236
H -1.3438 0.5074 4.2356
H 1.3362 2.7756 -3.3311
H 0.9189 -3.3236 -2.1227
C 0.8948 -1.9924 -0.6838
C 1.9095 2.0435 -1.6248
N -3.0570 -0.2666 -2.8171
H -0.6982 -1.0804 4.6441
N 3.0072 1.8597 -0.9034
B 1.5789 1.5077 1.8381
H 3.7844 2.4223 -1.2190
H -4.0228 -0.2730 -3.1127
H 1.7944 -3.7396 -0.4648
H -0.2046 -2.7199 3.2203
H 2.8694 1.5523 0.0488
N 2.1588 2.6104 -2.7688
N -3.9342 -0.0791 -0.8212
N 1.6870 -2.8262 -0.0473
H 2.2875 2.2148 1.4355
H -0.0787 -2.0790 1.6451
O 0.5540 -0.8646 -0.3413
N -0.4867 -2.0041 2.5660
H -4.8206 0.0430 -1.2898
C -2.8243 -0.0322 -1.4663
O -1.8500 0.1361 -0.7816
N 0.5186 -2.4300 -1.8751
C -1.0536 -0.8169 2.7738
O 0.8092 1.6795 -1.2712
H 3.0714 2.6023 -3.2014
```

The value obtained for the HOMO energy (spin up / spin down) is 0.34 / -5.23 eV. As for the HOMO-LUMO gap (spin up / spin down): 0.0922 / 0.2932 Eh. As for the net charge: -1. The value obtained for the LUMO energy (spin up / spin down) is 0.1048 / 0.1009 hartree. Its multiplicity is 4.

Results of the natural (NBO) charge analysis, in e, for atoms 1 through 6:
1. O -0.719
2. H 0.022
3. H 0.394
4. Cl -0.847
5. H 0.430
6. N -0.802

***

C2H10N4O4Si2 | ωB97M-V/def2-TZVPD

```
22
C2H10N4O4Si2 | the OMol25 dataset | ωB97M-V/def2-TZVPD
H -5.0513 -0.2823 -0.8077
O -2.8514 0.5789 -0.6912
N -0.6104 0.7481 -1.2430
H -3.9798 -1.0674 1.1597
H 1.4219 0.0678 -2.4838
H 2.0300 1.7889 0.6891
Si 1.0443 0.4775 -1.0610
Si -4.3970 0.1405 0.3982
N 1.0327 -2.0172 -0.2126
N -1.5357 0.2781 -0.5055
N 1.5380 -0.8112 0.0285
O 1.2167 -2.8904 0.6043
H -5.1166 1.3511 0.8966
H 2.8571 -1.7414 1.4756
H 1.4558 3.0997 -0.6829
C 1.9842 2.0786 -0.3993
H 3.0515 0.2103 1.3057
H 1.4602 -0.6060 1.9220
C 2.3566 -0.6787 1.2134
O -1.3460 -0.4808 0.4426
H 3.0487 1.8857 -0.8129
O 0.3904 -2.1297 -1.2358
```

As for the structure (SMILES): CN([N+](=O)[O-])[Si@H](C)/N=[N+](\[O-])O[SiH3]. The value obtained for the HOMO energy is -9.79 eV. As for the HOMO-LUMO gap: 0.3555 Eh. As for the net charge: 0. The value obtained for the LUMO energy is -0.0044 hartree. Its multiplicity is 1.

Results of the natural (NBO) charge analysis, in e, for atoms 1 through 6:
1. H -0.178
2. O -0.628
3. N -0.703
4. H -0.122
5. H -0.174
6. H 0.229

***

Going through the records in order, we get max |F| values of 0.79; 5.09; 0.18; 4.96; 4.26 eV/Å.
Going through the records in order, we get ΔE to the lowest compared entry with this formula, charge and spin values of 140.70; 543.97; 0.00; 0.00; 141.68 kJ/mol.